# 1
Formula: C3H7BrN
Source: the OMol25 dataset
Level of theory: ωB97M-V/def2-TZVPD

Bonds (Å) are listed after each position.
Cartesian coordinates (Å):
1 C 0.448 1.272 2.211  C2 1.586, C3 1.378, H6 1.098, H7 1.054
2 C 0.392 1.308 0.626  C1 1.586, C3 1.407, H8 1.025, H12 1.126
3 C 1.562 1.371 1.406  C1 1.378, C2 1.407, Br5 1.802
4 N 0.377 -1.396 -1.054  H9 0.997, H10 1.038, H11 0.956
5 Br 3.330 1.023 1.440  C3 1.802
6 H 0.084 2.144 2.769  C1 1.098
7 H 0.395 0.479 2.904  C1 1.054
8 H 0.106 2.118 0.065  C2 1.025
9 H -0.225 -2.191 -1.044  N4 0.997
10 H 0.442 -1.208 -2.073  N4 1.038
11 H 1.232 -1.719 -0.771  N4 0.956
12 H 0.229 0.364 0.036  C2 1.126

As for the HOMO-LUMO gap: 7.701 eV. As for the energy relative to the best compared isomer or geometry (same formula, charge and spin): 233.5 kJ/mol. The charge is +1.



# 2
Formula: C4H12N2S
Source: the OMol25 dataset
Level of theory: ωB97M-V/def2-TZVPD

Bonds (Å) are listed after each position.
Cartesian coordinates (Å):
1 N -1.323 -0.570 2.021  C2 1.444, H8 1.008, H9 1.013
2 C -0.147 -0.570 1.183  N1 1.444, C3 1.537, H10 1.103, H11 1.105
3 C -0.542 -0.335 -0.283  C2 1.537, N4 1.471, C5 1.547, H12 1.120
4 N -1.035 -1.577 -0.898  C3 1.471, H13 1.008, H14 1.010
5 C 0.661 0.253 -1.058  C3 1.547, C6 1.539, H15 1.092, H16 1.105
6 C 0.700 1.785 -0.921  C5 1.539, S7 1.915, H17 1.112, H18 1.075
7 S 2.453 2.340 -0.383  C6 1.915, H19 1.351
8 H -1.187 -0.782 2.998  N1 1.008
9 H -2.024 -1.191 1.638  N1 1.013
10 H 0.510 0.242 1.536  C2 1.103
11 H 0.375 -1.537 1.062  C2 1.105
12 H -1.391 0.385 -0.416  C3 1.120
13 H -1.392 -2.267 -0.256  N4 1.008
14 H -1.700 -1.473 -1.650  N4 1.010
15 H 0.973 -0.155 -2.021  C5 1.092
16 H 1.568 -0.178 -0.596  C5 1.105
17 H 0.067 2.274 -0.149  C6 1.112
18 H 0.498 2.185 -1.898  C6 1.075
19 H 2.934 1.170 0.093  S7 1.351

As for the SMILES: NC[C@H](N)CCS. As for the HOMO-LUMO gap: 9.906 eV. As for the energy relative to the best compared isomer or geometry (same formula, charge and spin): 91.9 kJ/mol. The charge is 0.



It is found that the maximum force values, taken in the order of the records, are 3.4; 2.1 eV Å⁻¹.
It is found that the LUMO energy values, taken in the order of the records, are -6.71; 1.00 eV.